[1]
A structure of composition C9H15Cl3N3O3RhTe4. Source: the OMol25 dataset; level of theory: wB97M-V/def2-TZVPD.

The geometry in XYZ format:
```
38
C9H15Cl3N3O3RhTe4 wB97M-V/def2-TZVPD
Rh 0.9880 -1.6380 0.2099
Te 2.9488 -1.9624 -1.6048
Te 3.8505 -1.5704 0.8320
Te 1.5184 -2.2372 3.6344
Te -0.6383 -1.6109 2.2878
Cl -4.1255 -1.8155 0.5842
C -3.5262 -0.7885 -0.7517
Cl -4.4256 0.7319 -0.7518
Cl -3.7898 -1.6269 -2.2817
C -1.9917 -0.5522 -0.4536
O -1.7344 0.3959 0.2979
O -1.2298 -1.4146 -0.9399
C -0.2603 3.1656 -1.5569
N 0.3951 1.9333 -1.1441
C 0.5292 0.8984 -2.1618
C 0.8318 1.6221 0.1014
O 1.3153 0.4852 0.3323
N 0.8217 2.5097 1.1306
C 0.6121 3.9504 1.0971
C 1.0208 1.9588 2.4643
H -0.8149 2.9656 -2.4693
H 0.4514 3.9628 -1.7815
H -0.9741 3.5044 -0.8128
H -0.0961 1.1540 -3.0137
H 0.1951 -0.0621 -1.7773
H 1.5607 0.8024 -2.5048
H 1.0133 4.4005 0.1973
H 1.1514 4.3802 1.9387
H -0.4418 4.2182 1.2028
H 0.4952 1.0175 2.5563
H 0.5998 2.6490 3.1928
H 2.0780 1.7934 2.6855
C 0.1881 -6.0161 -0.1747
C 0.4555 -4.5967 -0.0261
N 0.6679 -3.4834 0.1003
H 0.4004 -6.5291 0.7618
H 0.8172 -6.4300 -0.9611
H -0.8573 -6.1649 -0.4400
```

Computed properties:
- LUMO (spin up / spin down) (eV) = -0.315 / -2.020
- E_HOMO (spin up / spin down) (eV) = -6.96 / -7.99
- ⟨S²⟩ = 6.04
- gap between HOMO and LUMO (spin up / spin down) (eV) = 6.65 / 5.97
- 2S+1 = 5
- largest force on an atom (eV Å⁻¹) = 1.8

Löwdin atomic charge list, values in e, 6 entries: Rh 0.1619; Te 0.2593; Te 0.1549; Te 0.1280; Te 0.5105; Cl 0.5581

=====

[2]
A structure of composition C30H75Cl4InN5O10Tl. Source: the OMol25 dataset; level of theory: wB97M-V/def2-TZVPD.

The geometry in XYZ format:
```
126
C30H75Cl4InN5O10Tl wB97M-V/def2-TZVPD
In -3.2474 8.3647 -18.3991
Tl -2.4160 13.4234 -16.2046
Cl -4.2165 10.2556 -15.6469
Cl -0.7655 10.6038 -17.2028
Cl -3.4751 12.0230 -19.2452
Cl -0.5941 5.7577 -18.3638
C 0.2106 13.6444 -19.3916
O 0.1071 14.2009 -18.0707
C 1.3712 14.5444 -17.4356
C 1.1580 14.8418 -15.9761
N 0.5658 13.6385 -15.3222
C 0.4728 13.9699 -13.8728
C -0.0034 12.6855 -13.2646
O -1.3318 12.4720 -13.7706
C -1.9147 11.4391 -12.8664
H 0.7220 14.2674 -20.1254
H -0.7732 13.4771 -19.8301
H 0.8450 12.7598 -19.4475
H 1.7783 15.4583 -17.8683
H 2.0806 13.7301 -17.5827
H 0.5935 15.7548 -15.7866
H 2.1363 15.0754 -15.5558
H 1.1252 12.8629 -15.6470
H -0.2490 14.7820 -13.7855
H 1.4744 14.0672 -13.4539
H -0.0655 12.9424 -12.2071
H 0.5178 11.7801 -13.5757
H -1.3752 10.4943 -12.9328
H -2.8765 11.0504 -13.2008
H -2.0089 11.7725 -11.8329
C -6.6825 10.3086 -18.0510
O -6.1223 9.0505 -18.0429
C -7.0609 8.0377 -17.6524
C -6.7010 7.3863 -16.2599
N -5.5426 6.5426 -16.4349
C -4.9125 6.1948 -15.0553
C -3.4430 5.9011 -15.2865
O -2.6172 7.0476 -15.7330
C -1.7293 7.7128 -14.8480
H -7.0647 10.8108 -17.1623
H -7.5364 10.2886 -18.7281
H -6.0451 10.9987 -18.6038
H -7.1178 7.2884 -18.4419
H -8.0837 8.4132 -17.6227
H -7.5330 6.7928 -15.8808
H -6.5781 8.1942 -15.5387
H -5.9880 5.7174 -16.8101
H -5.5836 5.4369 -14.6511
H -5.0570 7.0772 -14.4319
H -3.1885 4.9058 -15.6506
H -3.1272 5.6445 -14.2753
H -0.9988 8.1322 -15.5398
H -1.0466 7.0062 -14.3759
H -2.1475 8.4972 -14.2173
C 6.4116 6.0728 -9.7455
O 5.3188 6.6141 -10.4328
C 4.0894 6.5727 -9.7069
C 3.2036 5.3358 -9.8696
N 3.0753 4.8243 -11.2749
C 1.8341 5.2137 -11.9626
C 1.5926 6.6307 -12.3085
O 2.7340 7.1591 -12.9950
C 2.6297 8.4212 -13.5834
H 6.0882 5.2074 -9.1672
H 6.7852 6.7888 -9.0135
H 7.2091 5.8136 -10.4419
H 3.5131 7.4285 -10.0584
H 4.2190 6.9290 -8.6850
H 2.1753 5.5360 -9.5683
H 3.6285 4.6201 -9.1659
H 3.8320 5.1878 -11.8364
H 0.9791 4.8135 -11.4176
H 1.6246 4.6311 -12.8598
H 1.4104 7.3597 -11.5189
H 0.8537 6.5862 -13.1086
H 2.0208 8.4541 -14.4869
H 3.6407 8.6629 -13.9113
H 2.2713 9.1008 -12.8102
C 2.4839 8.7654 -22.9382
O 1.4329 8.7780 -22.0381
C 0.4188 9.7863 -22.2753
C -0.6256 9.8438 -21.0492
N -1.1769 8.4745 -20.7784
C -1.9864 7.9355 -21.8510
C -3.0593 8.8706 -22.4694
O -3.9285 9.3011 -21.3564
C -5.1342 9.9224 -21.8365
H 2.2401 8.4010 -23.9361
H 3.2597 8.1118 -22.5396
H 2.9695 9.7406 -22.9754
H -0.1125 9.5714 -23.2025
H 0.9494 10.6595 -22.6551
H -1.5059 10.4822 -21.1250
H -0.0580 10.0730 -20.1473
H -0.2470 8.0833 -20.8269
H -2.3908 6.9511 -21.6156
H -1.4014 7.7771 -22.7570
H -3.6849 8.2417 -23.1028
H -2.6959 9.5038 -23.2788
H -5.8777 10.1678 -21.0781
H -5.7353 9.3989 -22.5799
H -4.9704 10.9034 -22.2824
C 10.1028 5.1402 -19.7678
O 8.7458 5.1731 -20.2357
C 7.7028 5.0257 -19.2654
C 7.4271 6.4177 -18.4485
N 6.0283 6.4688 -18.1347
C 5.6991 7.7634 -17.4456
C 4.1534 7.9171 -17.2994
O 3.5634 8.0709 -18.5653
C 2.2345 8.5516 -18.5608
H 10.2852 5.7951 -18.9158
H 10.8632 5.3812 -20.5107
H 10.4133 4.1256 -19.5183
H 7.9103 4.1998 -18.5850
H 6.8046 4.6946 -19.7867
H 7.5716 7.1933 -19.2006
H 8.1395 6.6480 -17.6563
H 5.6554 6.6739 -19.0507
H 6.3183 8.5694 -17.8394
H 6.0184 7.7610 -16.4034
H 3.8946 8.7444 -16.6385
H 3.5180 7.1513 -16.8546
H 1.9693 8.6757 -19.6107
H 2.0957 9.5326 -18.1063
H 1.5244 7.8803 -18.0779
```

Computed properties:
- LUMO (eV) = -10.831
- net charge = +2
- E_HOMO (eV) = -12.26
- gap between HOMO and LUMO (eV) = 1.43
- largest force on an atom (eV Å⁻¹) = 3.9

Löwdin atomic charge list, values in e, 6 entries: In 1.0374; Tl 0.8076; Cl -0.0535; Cl -0.0608; Cl -0.0582; Cl -0.1065

=====

[3]
A cluster of 2 separate species, C17H12FNO2 in total. Source: the OMol25 dataset; level of theory: wB97M-V/def2-TZVPD.

The geometry in XYZ format:
```
33
C17H12FNO2 wB97M-V/def2-TZVPD
N 0.7051 1.7218 -0.1564
C 2.0699 1.5460 0.0614
O 2.6526 0.4565 -0.0023
C 2.6876 2.8715 0.3972
C 1.7031 3.7907 0.3691
C 0.4244 3.0844 0.0227
O -0.7063 3.5584 -0.0888
H 3.7415 2.9724 0.6392
H 1.7495 4.8518 0.5826
F 2.2053 -3.8735 -1.0594
C 1.5817 -2.7598 -1.5679
C 1.6736 -2.5123 -2.9361
C 1.0145 -1.3780 -3.4435
C 0.2250 -0.5728 -2.6209
C 0.1161 -0.8402 -1.2303
C -0.6299 0.1069 -0.4269
C -1.3990 -0.2982 0.7483
C -2.2573 0.6965 1.2929
C -2.9685 0.4881 2.4778
C -2.8393 -0.7059 3.2166
C -2.0272 -1.7046 2.6774
C -1.3984 -1.5380 1.4431
C 0.8489 -1.9426 -0.7156
H 2.2601 -3.1659 -3.5780
H 1.1314 -1.0903 -4.4962
H -0.2575 0.3416 -2.9990
H -1.1467 0.9264 -0.9601
H -2.2887 1.6534 0.7586
H -3.6294 1.2758 2.8486
H -3.3510 -0.8307 4.1792
H -1.8846 -2.6269 3.2299
H -0.8882 -2.3711 0.9908
H 0.8819 -2.1311 0.3462
```

Computed properties:
- LUMO (eV) = -1.355
- E_HOMO (eV) = -9.32
- gap between HOMO and LUMO (eV) = 7.96
- largest force on an atom (eV Å⁻¹) = 2.3

Löwdin atomic charge list, values in e, 6 entries: N 0.1378; C -0.4480; O 0.0536; C 0.0350; C 0.0320; C -0.4508

=====

[4]
A structure of composition C9H22BrHfO6S. Source: the OMol25 dataset; level of theory: wB97M-V/def2-TZVPD.

The geometry in XYZ format:
```
40
C9H22BrHfO6S wB97M-V/def2-TZVPD
Hf -1.2709 -2.0105 0.8529
Br -0.5318 -0.0678 1.0414
O -3.1468 5.5742 -0.0486
S -1.9260 5.7912 0.6983
O -1.5880 7.0120 1.4826
O -1.5730 4.4845 1.5980
C -1.8822 3.2162 1.1420
C -0.5875 2.4332 1.3152
C -0.5909 5.6591 -0.5798
H -2.1261 3.1527 0.0815
H -2.7381 2.7882 1.6639
H -0.3111 2.2762 2.3578
H 0.3003 2.6047 0.7066
H -0.8693 1.4179 1.0361
H -0.6636 6.6941 -0.9139
H -0.8766 4.8693 -1.2746
H 0.3966 5.5586 -0.1295
C 1.4661 -4.1351 -3.7237
O 1.3224 -3.2812 -2.5878
C 0.1825 -2.4357 -2.7293
C 0.1403 -1.3135 -1.7090
O -0.0013 -1.6987 -0.3111
C 1.2168 -2.0645 0.2798
C 1.3054 -1.7724 1.8054
O 0.1836 -2.4009 2.3819
C 0.6024 -3.5345 3.1768
H 0.5960 -4.7429 -3.9716
H 2.2420 -4.8520 -3.4552
H 1.8768 -3.5979 -4.5786
H -0.6784 -3.0992 -2.6476
H 0.2361 -1.9226 -3.6894
H -0.7032 -0.6878 -2.0009
H 1.0475 -0.7122 -1.7684
H 2.0507 -1.6632 -0.2961
H 1.2797 -3.1454 0.1539
H 1.1453 -0.7222 2.0492
H 2.2762 -1.9999 2.2457
H 1.2144 -4.2637 2.6457
H -0.1566 -4.1754 3.6253
H 1.1403 -3.2328 4.0755
```

Computed properties:
- LUMO (eV) = -13.382
- net charge = +3
- E_HOMO (eV) = -17.31
- gap between HOMO and LUMO (eV) = 3.93
- largest force on an atom (eV Å⁻¹) = 14.4

Löwdin atomic charge list, values in e, 6 entries: Hf 1.5922; Br 1.1991; O -0.2664; S 0.7025; O -0.2536; O -0.2433

=====

[5]
A structure of composition C23H45AlBrClCsF13Mg2NO10PS. Source: the OMol25 dataset; level of theory: wB97M-V/def2-TZVPD.

The geometry in XYZ format:
```
100
C23H45AlBrClCsF13Mg2NO10PS wB97M-V/def2-TZVPD
C -2.9986 -1.3084 -2.3368
O -2.2852 -0.8880 -3.4828
C -1.4172 0.2110 -3.4506
C -0.0839 0.1063 -2.7072
C 0.6135 -1.2189 -3.0282
C 1.8104 -1.5431 -2.1191
O 1.3734 -1.6814 -0.7787
C 2.8112 -0.3522 -2.1134
O 3.2666 0.0910 -0.8067
C 4.6273 -0.0166 -0.6711
C 5.0811 0.9953 0.5412
O 4.6941 0.7163 1.6499
O 5.8223 2.0666 0.2294
O 2.5512 -2.6661 -2.5148
C 1.7756 -3.7015 -3.1327
H -3.0069 -2.3994 -2.3344
H -2.6296 -0.9548 -1.3783
H -4.0325 -1.0048 -2.4569
H -1.9649 1.0556 -3.0179
H -1.2339 0.4845 -4.4859
H -0.1357 0.2554 -1.6297
H 0.5126 0.9336 -3.0954
H -0.1884 -1.9489 -2.9639
H 1.0140 -1.1398 -4.0409
H 0.9215 -2.5299 -0.7104
H 3.6942 -0.7242 -2.6359
H 2.4289 0.4863 -2.6871
H 5.1873 0.3230 -1.5994
H 4.9537 -1.0373 -0.4251
H 1.6217 -3.4524 -4.1781
H 2.3858 -4.5991 -3.0938
H 0.8485 -3.9235 -2.6104
Mg 5.4737 1.8386 -1.6478
C -5.8201 2.3699 0.3410
F -4.6511 3.1246 0.5664
F -5.9871 1.6063 1.4138
F -6.8412 3.1602 0.2706
S -5.4118 1.3795 -1.1820
O -4.1579 0.7780 -0.7291
O -5.2238 2.3905 -2.1860
O -6.5519 0.5251 -1.3507
C 0.2051 2.7761 3.9354
C -0.0418 1.2902 4.2038
C 0.5490 0.2828 3.2177
N 0.0780 0.4357 1.7858
C 0.9190 1.4829 1.0496
C 0.3047 1.9180 -0.2734
C -1.1458 2.3434 -0.0823
C -1.9224 1.1594 0.4592
C -1.3826 0.7224 1.7827
C 0.3162 -0.8711 1.1035
H -0.3385 3.1392 3.0617
H -0.1741 3.3803 4.7778
H 1.2662 2.9968 3.8060
H -1.1128 1.1181 4.3071
H 0.3774 1.0430 5.1828
H 0.2535 -0.7141 3.5469
H 1.6340 0.3143 3.1944
H 1.0340 2.3506 1.6879
H 1.9066 1.0445 0.9145
H 0.8935 2.7449 -0.6687
H 0.3677 1.1191 -1.0204
H -1.5817 2.6854 -1.0195
H -1.1907 3.1874 0.6128
H -1.9026 0.3505 -0.2774
H -2.9607 1.4015 0.6190
H -1.8761 -0.1760 2.1583
H -1.5613 1.5317 2.4791
H -0.2721 -1.6356 1.6058
H 1.3757 -1.1012 1.1752
H 0.0171 -0.7921 0.0644
F 2.5969 3.5923 -2.5522
P 3.0443 5.0338 -1.8180
F 2.5922 6.5223 -2.3532
F 4.2666 5.8312 -1.0448
F 3.2466 4.0614 -0.4681
F 1.4493 5.0556 -1.3228
F 4.0608 5.0270 -3.1232
Mg -0.2111 4.6977 6.4203
Br 4.7845 2.0217 3.7515
Cl -3.5729 2.9435 2.3082
C 2.1840 -7.4000 -0.4040
C 1.5457 -7.3482 0.9773
C 0.3746 -6.4035 0.7426
O -0.0266 -6.5784 -0.6234
C 0.9693 -7.3447 -1.3148
H 2.7997 -8.2820 -0.5702
H 2.8053 -6.5131 -0.5595
H 1.1809 -8.3381 1.2566
H 2.2201 -7.0022 1.7591
H 0.6775 -5.3566 0.8717
H -0.4672 -6.6082 1.4030
H 0.5626 -8.3433 -1.5002
H 1.1915 -6.8770 -2.2751
Cs 6.2669 -0.3629 2.6585
F -8.4101 4.1607 4.0728
Al -7.5961 5.4820 3.3902
F -7.5875 6.7772 4.4811
F -8.3529 5.9424 1.9504
F -5.9836 5.0071 3.0487
```

Computed properties:
- LUMO (eV) = -5.557
- E_HOMO (eV) = -8.03
- gap between HOMO and LUMO (eV) = 2.47
- largest force on an atom (eV Å⁻¹) = 7.5

Löwdin atomic charge list, values in e, 6 entries: C -0.0816; O -0.1712; C -0.1943; C -0.1577; C -0.0821; C -0.4959

=====

Q: Which value of largest force on an atom does entry 4 give?
A: 14.4 eV Å⁻¹

=====

Q: Look up the largest force on an atom of the fifth one.
A: 7.5 eV Å⁻¹